(1)
This record from the OMol25 dataset describes 2 unconnected molecules or ions with the total composition C5H14. The level of theory is ωB97M-V/def2-TZVPD.

Each line ends with the Mulliken charge.
Element x y z (Å)
C1 1.0405 0.2879 -1.1410  -1.018
C2 0.0434 1.0295 -2.0113  -0.274
C3 -1.0242 0.0671 -2.5543  -1.162
H1 0.9738 -0.8048 -1.2089  0.368
H2 2.1120 0.3734 -1.3047  0.439
H3 1.0227 0.4795 -0.0738  0.084
H4 0.6087 1.4313 -2.8559  0.231
H5 -0.3782 1.9380 -1.5838  0.384
H6 -1.6283 -0.3237 -1.7292  0.262
H7 -0.4784 -0.7231 -3.0653  0.332
H8 -1.7711 0.5663 -3.1770  0.339
C4 0.5817 -0.8148 2.3240  -0.597
C5 -0.7196 -0.2124 2.8718  -0.825
H9 0.3418 -1.8166 1.9660  0.246
H10 0.9856 -0.2868 1.4733  0.028
H11 1.3820 -0.8810 3.0577  0.340
H12 -0.9789 -0.7883 3.7602  0.289
H13 -0.6300 0.8404 3.1346  0.286
H14 -1.4837 -0.3619 2.1176  0.248

ΔE to the lowest compared entry with this formula, charge and spin   51.4 kJ/mol
Net charge   0
Structure (SMILES)   CCC.CC
Molecular weight   74.2 g mol⁻¹


(2)
This record from the OMol25 dataset describes 2 unconnected molecules or ions with the total composition C5H14. The level of theory is ωB97M-V/def2-TZVPD.

Each line ends with the Mulliken charge.
Element x y z (Å)
C1 -0.7457 -1.0841 0.5109  -1.334
C2 -1.1736 0.1610 1.2436  0.067
C3 -0.5621 0.3325 2.6188  -1.121
H1 -0.8313 -1.9268 1.2130  0.419
H2 -1.3124 -1.3677 -0.3909  0.354
H3 0.2863 -1.2163 0.1799  0.256
H4 -0.9307 1.0195 0.6038  0.188
H5 -2.2590 0.1458 1.3167  0.301
H6 -0.1747 -0.6331 2.9859  0.274
H7 0.3131 0.9787 2.8025  0.303
H8 -1.2583 0.7963 3.3246  0.306
C4 0.3432 0.3093 -2.2955  -0.763
C5 1.8298 0.4689 -1.7977  -0.801
H9 -0.4267 0.5731 -1.5757  0.155
H10 0.3613 0.7192 -3.3253  0.340
H11 0.2123 -0.7406 -2.6012  0.240
H12 2.3637 -0.4302 -2.0884  0.282
H13 1.7769 0.4422 -0.7016  0.176
H14 2.1878 1.4524 -2.0232  0.357

ΔE to the lowest compared entry with this formula, charge and spin   83.2 kJ/mol
Net charge   0
Structure (SMILES)   CCC.CC
Molecular weight   74.2 g mol⁻¹


(3)
This record from the OMol25 dataset describes 2 unconnected molecules or ions with the total composition C5H14. The level of theory is ωB97M-V/def2-TZVPD.

Each line ends with the Mulliken charge.
Element x y z (Å)
C1 0.1394 -2.2926 -0.0180  -1.086
C2 0.9196 -1.0479 0.3535  0.542
C3 1.0655 -0.9358 1.9012  -1.314
H1 0.6447 -2.8973 -0.8027  0.279
H2 -0.8463 -2.0163 -0.4103  0.296
H3 -0.0476 -2.9250 0.8471  0.318
H4 1.9476 -1.1115 -0.0375  0.278
H5 0.5778 -0.1181 -0.1217  -0.487
H6 1.6824 -1.7500 2.2628  0.451
H7 1.6655 -0.0128 1.9761  0.329
H8 0.1178 -0.8067 2.4055  0.340
C4 -0.3408 2.1092 -0.5975  -0.660
C5 -1.5922 1.8724 -1.4104  -0.894
H9 -0.1419 3.1702 -0.3709  0.336
H10 -0.3622 1.4865 0.3065  0.181
H11 0.5259 1.7085 -1.1295  0.225
H12 -2.5324 2.2513 -1.0308  0.317
H13 -1.6270 2.4617 -2.3525  0.288
H14 -1.7959 0.8544 -1.7710  0.260

ΔE to the lowest compared entry with this formula, charge and spin   57.3 kJ/mol
Net charge   0
Structure (SMILES)   CCC.CC
Molecular weight   74.2 g mol⁻¹


(4)
This record from the OMol25 dataset describes 2 unconnected molecules or ions with the total composition C5H14. The level of theory is ωB97M-V/def2-TZVPD.

Each line ends with the Mulliken charge.
Element x y z (Å)
C1 1.5560 1.5946 -0.5602  -1.257
C2 -0.0101 1.9051 -0.1549  0.014
C3 0.0544 1.8042 1.4183  -0.974
H1 2.3059 2.1502 -0.1348  0.413
H2 1.7745 1.3272 -1.6179  0.303
H3 1.5951 0.6613 0.0089  0.292
H4 -0.4037 2.7659 -0.6356  0.412
H5 -0.4281 0.9523 -0.6619  -0.084
H6 0.9542 1.1551 1.7494  0.286
H7 0.4804 2.7747 1.8647  0.299
H8 -0.9673 1.4986 1.7044  0.283
C4 -1.0548 -1.8150 -1.0291  -0.909
C5 -0.5598 -2.7386 0.2315  -0.937
H9 -1.8037 -1.0490 -0.6942  0.190
H10 -0.2600 -1.5672 -1.6240  0.314
H11 -1.8700 -2.1580 -1.6365  0.445
H12 -1.0281 -2.5995 1.1401  0.338
H13 0.5710 -2.8814 0.5567  0.254
H14 -0.9059 -3.7805 0.0752  0.318

ΔE to the lowest compared entry with this formula, charge and spin   254.3 kJ/mol
Net charge   0
Structure (SMILES)   CCC.CC
Molecular weight   74.2 g mol⁻¹


(5)
This record from the OMol25 dataset describes 2 unconnected molecules or ions with the total composition C5H14. The level of theory is ωB97M-V/def2-TZVPD.

Each line ends with the Mulliken charge.
Element x y z (Å)
C1 -1.7243 -2.1276 -0.6255  -1.242
C2 -1.7766 -0.6111 -0.3837  0.048
C3 -1.4668 0.2006 -1.6544  -1.018
H1 -0.7446 -2.4985 -0.9072  0.315
H2 -2.4365 -2.3996 -1.3973  0.348
H3 -2.0385 -2.6558 0.2730  0.342
H4 -2.7991 -0.3899 -0.0936  0.284
H5 -1.0459 -0.3749 0.3830  0.065
H6 -0.4078 0.4592 -1.6899  0.225
H7 -1.7485 -0.3320 -2.5586  0.344
H8 -2.0527 1.1220 -1.6843  0.296
C4 2.9974 1.4556 1.4677  -0.996
C5 1.5939 0.9474 1.0971  -0.729
H9 3.4044 2.0396 0.6425  0.299
H10 2.9235 2.0773 2.3693  0.290
H11 3.6584 0.6150 1.6920  0.292
H12 1.5879 0.4526 0.1296  0.221
H13 0.8668 1.7711 1.1033  0.304
H14 1.2090 0.2491 1.8370  0.312

ΔE to the lowest compared entry with this formula, charge and spin   14.7 kJ/mol
Net charge   0
Structure (SMILES)   CCC.CC
Molecular weight   74.2 g mol⁻¹


(6)
This record from the OMol25 dataset describes 2 unconnected molecules or ions with the total composition C5H14. The level of theory is ωB97M-V/def2-TZVPD.

Each line ends with the Mulliken charge.
Element x y z (Å)
C1 -0.2321 -2.1499 -2.0506  -1.253
C2 0.0260 -1.8623 -0.5660  0.084
C3 1.4466 -1.9043 -0.1526  -1.151
H1 0.0770 -3.1567 -2.1752  0.346
H2 0.3175 -1.4861 -2.7065  0.341
H3 -1.2535 -2.0248 -2.4050  0.323
H4 -0.2635 -0.6738 -0.5393  -0.007
H5 -0.5573 -2.5241 0.0100  0.356
H6 1.8474 -2.9591 -0.1827  0.309
H7 1.9465 -1.3637 -0.8440  0.378
H8 1.5211 -1.5744 0.9039  0.273
C4 -0.5705 3.4371 1.1071  -0.956
C5 -0.6210 1.9605 1.5452  -0.689
H9 -1.6071 3.8858 1.0417  0.262
H10 0.1758 3.9980 1.7530  0.268
H11 -0.2204 3.4768 0.1927  0.361
H12 -1.1907 1.9255 2.4552  0.296
H13 0.3948 1.5894 1.8081  0.258
H14 -1.2365 1.4060 0.8050  0.201

ΔE to the lowest compared entry with this formula, charge and spin   122.9 kJ/mol
Net charge   0
Structure (SMILES)   CCC.CC
Molecular weight   74.2 g mol⁻¹


(7)
This record from the OMol25 dataset describes 2 unconnected molecules or ions with the total composition C5H14. The level of theory is ωB97M-V/def2-TZVPD.

Each line ends with the Mulliken charge.
Element x y z (Å)
C1 -1.3617 -0.2495 -1.3538  -0.773
C2 -0.9216 -1.6622 -1.7531  -0.187
C3 -0.1892 -2.4154 -0.6475  -1.178
H1 -2.4407 -0.1047 -1.2849  0.322
H2 -1.0062 0.5246 -2.0352  0.311
H3 -0.9565 -0.0151 -0.3756  0.022
H4 -1.7656 -2.2676 -2.0854  0.289
H5 -0.2774 -1.5961 -2.6332  0.232
H6 -0.0629 -3.4482 -0.9708  0.348
H7 0.7666 -1.9588 -0.3976  0.289
H8 -0.7854 -2.4355 0.2644  0.330
C4 1.8070 1.8615 1.3450  -0.775
C5 0.4236 2.0044 1.9845  -0.673
H9 2.0495 2.7625 0.7742  0.264
H10 2.6026 1.8126 2.0792  0.293
H11 1.8933 1.0193 0.6667  0.209
H12 0.2121 3.0358 2.1833  0.304
H13 0.3386 1.5067 2.9456  0.258
H14 -0.3261 1.6256 1.2943  0.116

ΔE to the lowest compared entry with this formula, charge and spin   23.4 kJ/mol
Net charge   0
Structure (SMILES)   CCC.CC
Molecular weight   74.2 g mol⁻¹


(8)
This record from the OMol25 dataset describes 2 unconnected molecules or ions with the total composition C5H14. The level of theory is ωB97M-V/def2-TZVPD.

Each line ends with the Mulliken charge.
Element x y z (Å)
C1 -0.0424 -2.7728 1.1422  -1.017
C2 0.3574 -1.3236 1.4184  -0.156
C3 -0.7238 -0.2464 1.3542  -1.079
H1 0.5917 -3.4391 1.7766  0.305
H2 0.0530 -3.1049 0.1247  0.296
H3 -1.0971 -2.9707 1.5492  0.266
H4 0.9145 -1.3083 2.4973  0.228
H5 1.2860 -1.0190 0.8608  0.269
H6 -1.3754 -0.4706 0.5146  0.320
H7 -1.3153 -0.2540 2.3382  0.331
H8 -0.3740 0.8000 1.2657  0.237
C4 -0.5048 1.7011 -1.7262  -0.652
C5 0.8209 2.4201 -1.9997  -0.824
H9 -0.1865 0.6699 -1.5364  0.143
H10 -0.9142 1.9954 -0.7802  0.256
H11 -1.1723 1.5449 -2.6094  0.317
H12 1.3952 2.4420 -0.9923  0.216
H13 0.6749 3.3793 -2.5215  0.277
H14 1.6122 1.9567 -2.6761  0.267

ΔE to the lowest compared entry with this formula, charge and spin   108.3 kJ/mol
Net charge   0
Structure (SMILES)   CCC.CC
Molecular weight   74.2 g mol⁻¹